[1]
97
Properties=species:S:1:pos:R:3:forces:R:3 method="wB97M-V/def2-TZVPD" charge=+1 multiplicity=1
C 2.70688 -0.09541 4.47425 0.27 -1.12 -1.59
C 3.28639 -0.89719 3.36224 -0.01 1.06 0.41
C 3.38331 -0.40492 1.77844 -0.34 1.20 -1.12
C 1.90141 -0.16171 1.04206 1.67 0.76 -1.66
C 0.46239 -0.40801 1.85840 -0.35 -0.59 -0.42
C 0.20115 -2.05422 1.99771 0.80 0.35 -0.99
C -0.21699 -2.63654 0.51551 -0.50 0.38 -0.08
C -1.70729 -2.18353 -0.00276 -0.50 -0.32 -0.37
C -2.93986 -2.59463 1.01003 0.23 0.43 -0.34
C -3.73930 -1.21393 1.50775 -0.02 -1.37 -0.08
C -4.96754 -0.89149 0.47019 -0.07 0.10 -0.16
C -4.72048 0.41889 -0.49403 -1.03 0.46 0.74
C -4.53388 1.83111 0.37517 0.71 -0.04 -0.95
C -3.66174 2.89071 -0.57970 -0.11 0.38 1.20
C 1.83713 0.29353 -0.54536 4.07 -0.38 2.41
C 0.39888 0.56441 -1.35474 -2.84 -2.30 -4.47
O 0.02422 -0.12225 -2.45277 3.22 4.39 7.42
O -0.55569 1.56908 -0.84790 3.95 -1.09 -1.55
B -0.06474 2.94866 -1.03242 -0.76 2.11 -1.38
C 1.21342 3.63129 -0.21816 0.32 -1.06 0.59
O -0.82594 3.80503 -2.00878 2.56 -2.51 0.85
C 3.32586 0.50503 -1.27803 -0.25 -0.99 3.91
B 3.26389 0.95374 -2.87279 0.30 0.11 -2.26
O 2.50090 2.16909 -3.26322 -0.42 -4.05 0.07
O 3.92262 0.13705 -3.92501 -3.21 1.98 1.52
C 4.75067 0.27211 -0.43335 -3.42 -0.40 0.07
C 6.12824 0.57040 -1.28249 0.36 0.03 -0.02
C 6.38091 2.20529 -1.53206 0.63 -0.69 -0.65
C 8.01190 2.40515 -1.83400 2.67 0.11 -5.33
O 8.49458 2.34847 -3.10455 -3.36 0.49 9.10
O 8.91649 2.68195 -0.68063 -3.22 -2.00 -2.32
N 4.72079 -0.19075 1.03901 -2.59 0.75 -2.46
C 6.07730 -0.38713 1.74549 1.54 -0.14 1.05
C 6.66827 1.07998 2.26602 -1.30 0.87 1.76
C 5.57275 1.77638 3.32007 0.75 0.19 0.52
F 7.92551 0.91590 3.08290 -2.92 0.03 -2.56
H 1.64547 -0.44185 4.88094 3.12 -0.17 0.32
H 3.20450 0.84455 4.97281 -1.72 -1.00 -2.16
H 3.75485 -1.95509 3.65307 -2.32 1.71 -1.27
H -0.47091 -0.01060 1.23459 2.39 -0.54 1.06
H 0.42568 0.14935 2.88685 0.42 -1.10 -2.06
H 1.26035 -2.50813 2.25222 -2.31 0.64 -0.13
H -0.61691 -2.30408 2.80756 1.79 0.64 -1.60
H 0.55729 -2.21351 -0.28316 -1.44 -1.19 1.66
H -0.20284 -3.81328 0.52992 0.23 2.39 -0.09
H -1.89174 -2.73820 -1.03179 0.57 1.26 2.05
H -1.81648 -1.02153 -0.21297 0.48 -2.34 0.37
H -2.51285 -3.19906 1.91780 -0.85 1.14 -1.63
H -3.68582 -3.30891 0.41557 1.55 1.60 1.48
H -4.14879 -1.45583 2.59786 0.76 0.82 -2.34
H -2.98731 -0.30809 1.55038 -1.42 -1.83 0.04
H -5.93964 -0.73703 1.10851 1.94 -0.18 -1.52
H -5.13578 -1.81795 -0.24850 0.34 1.81 1.57
H -3.84396 0.27881 -1.26636 -1.51 0.17 1.74
H -5.70070 0.57156 -1.12538 1.89 -0.38 1.10
H -3.93222 1.65146 1.38790 -1.39 0.29 -2.24
H -5.56822 2.31653 0.63837 2.03 -1.19 -0.47
H -3.15050 2.35695 -1.48757 -1.06 1.12 1.81
H -2.83480 3.33335 0.14084 -1.45 -0.71 -1.70
H -4.31724 3.81308 -0.93534 1.40 -2.08 0.60
H 1.21754 4.80378 -0.24279 -0.06 -2.45 0.01
H 2.22457 3.20665 -0.68983 -2.11 1.04 0.93
H 1.19247 3.21448 0.90009 0.15 1.08 -2.26
H -0.42800 3.72028 -2.92692 -0.79 0.18 1.62
H 1.76149 1.79691 -3.86110 1.57 1.16 0.97
H 3.36365 0.22071 -4.77201 1.56 0.01 1.64
H 7.11153 0.18377 -0.77949 -2.20 0.39 -0.62
H 6.07812 0.03067 -2.34634 -0.19 1.19 2.46
H 5.84656 2.47241 -2.54700 1.09 -0.19 2.25
H 6.01719 2.83933 -0.61564 0.78 -1.14 -1.91
H 8.55468 2.10541 0.05606 0.60 1.12 -0.93
H 6.85734 -0.96668 1.05223 -2.00 1.47 1.32
H 5.99008 -1.04831 2.71973 -0.32 1.38 -2.10
H 6.79728 1.86153 1.39657 0.33 -1.76 1.62
H 4.56072 2.02457 2.78802 1.88 -0.68 0.97
H 5.42347 1.07586 4.27344 0.26 1.38 -2.32
H 5.99022 2.80775 3.75332 -0.69 -2.35 -1.21
C -1.59716 -5.41097 -3.40631 -0.70 0.61 -0.74
C -1.23124 -6.85253 -3.55121 -0.46 -0.77 -0.78
O -0.09044 -6.98339 -2.72441 0.22 0.79 0.82
C -0.15253 -5.98012 -1.80070 1.47 0.00 1.83
O 0.57874 -5.89288 -0.82842 -1.60 -0.11 -2.08
O -1.13986 -5.08837 -2.10640 0.71 -0.54 0.51
H -2.67454 -5.24430 -3.49069 0.20 0.07 0.17
H -1.08036 -4.77335 -4.13118 -0.03 -0.06 0.07
H -2.01492 -7.52206 -3.18125 0.08 0.07 -0.02
H -0.99409 -7.11980 -4.58464 0.11 -0.04 0.26
C -10.11883 2.71034 0.90499 -0.85 0.78 0.21
C -9.66907 2.20552 -0.42763 -0.55 0.21 -1.04
O -8.38966 1.66557 -0.15620 0.35 -0.27 0.97
C -8.36370 1.35514 1.17294 1.60 -1.24 1.13
O -7.47677 0.71592 1.71371 -2.05 1.49 -1.13
O -9.45970 1.85226 1.81724 0.91 -0.57 -0.33
H -11.20344 2.64866 1.02925 0.23 -0.06 0.14
H -9.79691 3.74003 1.09258 -0.01 -0.09 -0.02
H -10.31468 1.40914 -0.81268 0.06 0.06 0.05
H -9.60364 3.00205 -1.17390 0.16 -0.21 0.09


[2]
69
Properties=species:S:1:pos:R:3:forces:R:3 method="wB97M-V/def2-TZVPD" s_squared=2.01 multiplicity=3
Mo -0.01083 -0.06221 -0.88936 -0.15 0.21 0.04
O -1.64863 0.27532 -4.60130 -0.02 -0.01 0.00
C -1.58691 -0.12285 -3.46751 0.08 0.04 0.05
O -0.44771 -0.33974 -2.83028 -0.08 -0.06 -0.09
C -2.83232 -0.47891 -2.66566 -0.02 -0.02 0.01
C -2.53725 -1.64770 -1.72603 0.00 0.04 0.03
C -3.80145 -2.23929 -1.12453 0.00 0.01 0.03
C -4.24367 -1.12643 -0.14138 -0.02 0.01 -0.04
C -3.14582 -0.08712 -0.32447 0.03 -0.02 -0.02
O -1.97293 -0.93944 -0.56258 0.07 -0.02 -0.02
C -3.27399 0.64223 -1.66524 0.00 -0.02 0.00
C -2.38701 1.88450 -1.62779 0.00 0.04 0.00
O -2.86097 2.98759 -1.80047 0.03 -0.04 0.01
O -1.14131 1.66993 -1.30394 0.00 -0.06 -0.10
H -3.62842 -0.70615 -3.37078 0.00 0.00 -0.02
H -1.80418 -2.35996 -2.08720 -0.01 0.00 0.00
H -3.56636 -3.16142 -0.59598 -0.01 -0.01 -0.01
H -4.54170 -2.45869 -1.89203 0.00 0.01 0.00
H -4.27053 -1.48940 0.88449 0.02 0.00 0.00
H -5.21738 -0.70292 -0.38246 -0.01 -0.01 0.01
H -2.93861 0.54888 0.52820 0.00 0.01 0.00
H -4.29297 0.97039 -1.85274 -0.01 0.00 0.00
Br 5.34241 0.57294 -0.01510 -0.06 0.01 0.01
C 4.36409 -0.92431 0.63831 -0.05 0.02 -0.02
C 5.04191 -2.12363 0.79966 0.01 -0.01 -0.02
C 4.32600 -3.18792 1.31896 0.00 -0.03 0.00
C 2.99521 -3.00569 1.65960 -0.02 -0.02 -0.01
C 2.41650 -1.77148 1.41311 -0.03 0.05 -0.07
N 3.08918 -0.73652 0.89881 -0.03 -0.05 0.00
C 0.96298 -1.56733 1.78111 -0.04 0.19 -0.11
O 0.57454 -1.92247 2.87322 0.01 -0.06 0.04
O 0.16570 -1.00955 0.90976 0.15 -0.14 0.12
H 6.08375 -2.20886 0.52847 -0.01 0.00 0.01
H 4.80595 -4.14758 1.46202 0.00 0.01 0.00
H 2.39947 -3.79431 2.09759 0.01 0.00 -0.01
C -1.64044 2.79585 3.65172 0.01 0.00 0.00
C -2.05252 1.51393 2.96157 0.01 -0.02 -0.01
N -1.07241 1.15835 1.95013 0.01 0.03 0.00
C -0.23675 2.02998 1.33572 0.01 0.00 -0.02
N 0.64097 1.55379 0.46205 -0.04 0.02 0.10
C 1.60328 2.47666 -0.14599 -0.04 0.02 -0.04
C 1.74620 3.79086 0.59190 0.01 0.01 0.02
C 0.35940 4.32963 0.85061 -0.02 0.00 0.00
N -0.35347 3.34007 1.64718 0.00 0.00 0.01
C -1.35959 3.82879 2.58116 0.01 0.00 -0.02
H -0.74083 2.62617 4.24700 0.00 0.00 0.00
H -2.43007 3.14761 4.31514 0.00 0.00 -0.01
H -3.04343 1.64635 2.51038 -0.01 0.00 0.00
H -2.11940 0.68314 3.66280 0.00 0.00 0.01
H -0.79956 0.18611 1.85975 0.01 -0.04 0.00
H 1.28221 2.69644 -1.17172 0.00 -0.01 0.00
H 2.56461 1.97190 -0.18269 0.08 -0.04 0.01
H 2.33351 4.48341 -0.01155 -0.01 0.00 0.00
H 2.26336 3.64616 1.54346 0.00 0.00 0.00
H -0.17310 4.51950 -0.08682 0.00 0.00 0.00
H 0.38455 5.25579 1.42405 0.00 0.00 0.01
H -2.28094 4.08098 2.04298 0.00 0.01 0.00
H -0.97540 4.74935 3.02135 0.01 0.00 0.01
Cl 2.30421 0.34647 -2.22257 0.05 -0.02 0.05
C 2.23452 -1.40037 -2.11883 -0.01 0.03 0.03
C 1.12149 -1.84369 -1.44200 0.00 -0.06 -0.01
C 1.02807 -3.21256 -1.25933 0.01 0.00 0.00
Cl -0.30507 -3.87919 -0.36788 0.01 0.01 0.00
C 2.01728 -4.07903 -1.73295 0.00 -0.01 0.03
Cl 1.90182 -5.77276 -1.45133 0.00 0.00 -0.01
C 3.13072 -3.57110 -2.40302 0.04 0.00 0.01
Cl 4.37947 -4.62055 -2.94431 -0.01 0.00 -0.01
C 3.25197 -2.19709 -2.60391 0.00 0.00 0.01
Cl 4.61858 -1.51082 -3.38048 0.00 -0.01 0.00


[3]
55
Properties=species:S:1:pos:R:3:forces:R:3 method="wB97M-V/def2-TZVPD" charge=-2 multiplicity=1
Ti 0.33278 0.59055 0.18481 -0.67 0.31 0.31
O 0.65337 1.05054 2.02370 0.38 -0.05 -0.29
C 0.20228 2.30822 1.86478 -0.21 -0.19 0.16
O 0.34909 3.21543 2.64380 -0.08 -0.04 0.02
C -3.04441 1.89435 1.43407 -0.17 0.04 0.01
O -2.72031 1.68554 2.52793 0.03 0.05 -0.22
O -3.45674 2.11612 0.37019 0.14 -0.08 0.18
O 1.77326 3.56192 -2.45463 -0.03 -0.04 -0.11
S 1.93908 2.42807 -1.53507 0.16 -0.09 0.00
O 0.69927 1.47770 -1.57244 -0.31 -0.15 0.46
O -0.40478 2.35249 0.68304 0.38 0.10 -0.26
C 3.00954 1.27247 -2.48082 0.00 0.03 -0.07
C 3.72819 1.82580 -3.52783 -0.07 -0.01 0.00
C 4.52920 1.03216 -4.33653 0.02 0.03 -0.02
C 4.61502 -0.32858 -4.10058 -0.01 -0.05 0.00
C 3.91311 -0.89106 -3.04370 -0.06 -0.02 -0.05
C 3.10917 -0.09958 -2.23470 0.15 -0.08 0.13
S 2.39623 -0.92759 -0.80735 -0.01 0.26 -0.26
O 3.20307 -2.08194 -0.58500 0.08 -0.06 0.13
O 0.95298 -1.17121 -0.99514 0.14 -0.03 -0.18
O 2.41682 0.12335 0.25530 -0.06 0.00 0.16
H 3.61644 2.88701 -3.71129 0.00 0.00 0.01
H 5.08425 1.48160 -5.15139 -0.01 -0.01 -0.01
H 5.23431 -0.95784 -4.72736 0.00 0.00 0.00
H 3.99059 -1.94766 -2.82835 0.01 0.00 0.02
O -1.18880 -0.33598 0.40481 0.38 0.18 0.02
S -1.79073 -1.54226 1.35181 -0.27 0.19 -0.08
C -1.19640 -4.51932 -0.46545 0.10 -0.25 -0.13
C -0.63193 -5.55032 0.25020 0.05 0.03 0.01
C -1.39379 -6.54169 0.97887 -0.02 -0.01 -0.01
C -0.80294 -7.57584 1.66322 0.00 0.00 0.02
C 0.59071 -7.74398 1.72537 -0.02 0.06 -0.01
C 1.36363 -6.77706 1.06167 -0.01 -0.01 0.00
C 0.80066 -5.72979 0.37115 0.00 -0.01 -0.01
C -0.30438 -2.19258 2.12461 0.05 -0.32 -0.16
C -0.66553 -3.33328 3.05137 0.03 0.02 -0.02
C 0.30907 -4.28927 3.33168 0.01 0.01 -0.04
C 0.04152 -5.35243 4.17646 -0.01 0.01 0.05
C -1.21430 -5.48153 4.75560 0.02 -0.02 -0.03
C -2.19262 -4.54278 4.47714 -0.01 0.00 -0.01
C -1.92036 -3.47285 3.63170 -0.02 0.01 0.08
H -0.57179 -3.82698 -1.01908 -0.01 0.06 0.06
H -2.26903 -4.44128 -0.60037 -0.01 0.03 0.14
H -2.47730 -6.45275 0.98253 0.01 0.00 -0.01
H -1.44762 -8.27927 2.18794 0.01 -0.01 0.00
H 1.04340 -8.56392 2.26998 0.00 0.00 0.00
H 2.44976 -6.84483 1.09396 -0.01 -0.02 0.01
H 1.44709 -5.00755 -0.12139 -0.01 -0.01 0.00
H 0.22178 -1.40401 2.66529 -0.07 0.10 0.00
H 0.32921 -2.59105 1.32685 0.00 0.00 0.02
H 1.27522 -4.21402 2.84894 -0.02 -0.02 0.00
H 0.80094 -6.10326 4.34759 0.00 0.00 -0.02
H -1.43504 -6.33032 5.39211 0.00 0.00 0.01
H -3.18271 -4.64327 4.90696 0.00 0.00 0.00
H -2.70241 -2.74918 3.43524 0.03 0.03 -0.02


In Ha, the E_tot values for the records above are, in order, -2392.22753 -6732.28897 -3721.05369.